No. 1
142
Properties=species:S:1:pos:R:3:lowdin_charge:R:1 method="wB97M-V/def2-TZVPD" charge=+1 e_lumo_ha=-0.1306 homo_ev=-11.4436 max_force_ha_per_bohr=0.0769 total_energy_ha=-2453.8633
C 7.35 3.46 -1.14 0.02
C 6.71 2.40 -2.13 -0.47
O 5.52 2.24 -2.25 0.10
O 7.62 1.67 -2.92 -0.08
C 7.95 0.39 -2.32 -0.17
C 7.18 -0.73 -3.18 -0.15
C 5.92 -1.31 -2.40 -0.21
C 5.58 -2.75 -3.05 -0.20
C 5.65 -3.94 -2.00 -0.18
C 4.20 -4.54 -1.69 -0.20
C 3.70 -4.25 -0.21 -0.17
C 3.26 -2.73 -0.04 -0.12
N 1.91 -2.54 -0.64 0.16
C 1.40 -1.35 -0.75 -0.22
N 2.01 -0.11 -0.39 0.13
C 0.91 0.90 -0.19 -0.03
C -0.46 0.12 -0.47 -0.33
C -1.65 0.88 -1.16 -0.08
O -2.84 0.06 -1.08 -0.08
C -2.99 -0.76 -2.22 -0.24
C -2.62 -2.21 -2.20 -0.03
C -2.78 -3.09 -3.37 -0.07
C -3.36 -2.51 -4.62 -0.07
C -3.72 -1.09 -4.65 -0.06
C -3.53 -0.19 -3.47 0.02
O -0.90 -0.44 0.79 0.05
C -1.39 0.50 1.62 -0.26
N -1.70 1.29 2.40 0.24
N 0.11 -0.98 -1.31 0.00
N 0.54 -0.35 -2.53 0.13
C 0.23 -1.04 -3.54 -0.20
O 0.03 -1.63 -4.50 0.27
H 7.43 4.46 -1.66 0.10
H 8.36 3.06 -0.87 0.08
H 6.70 3.51 -0.22 0.09
H 9.05 0.24 -2.47 0.13
H 7.72 0.31 -1.23 0.13
H 6.91 -0.26 -4.16 0.13
H 7.94 -1.55 -3.34 0.11
H 6.11 -1.40 -1.30 0.10
H 5.00 -0.67 -2.56 0.10
H 6.30 -2.93 -3.89 0.10
H 4.56 -2.68 -3.53 0.10
H 6.32 -4.77 -2.39 0.12
H 6.05 -3.55 -1.03 0.10
H 3.43 -4.27 -2.48 0.10
H 4.32 -5.67 -1.76 0.12
H 2.78 -4.89 -0.06 0.11
H 4.54 -4.51 0.48 0.13
H 3.31 -2.36 1.03 0.14
H 3.96 -2.07 -0.64 0.12
H 1.32 -3.32 -0.98 0.19
H 2.50 -0.27 0.51 0.14
H 1.06 1.89 -0.69 0.15
H 1.08 1.17 0.90 0.14
H -1.49 1.13 -2.24 0.14
H -1.92 1.86 -0.65 0.16
H -2.19 -2.65 -1.26 0.10
H -2.47 -4.17 -3.30 0.10
H -3.48 -3.19 -5.51 0.10
H -4.15 -0.69 -5.61 0.09
H -3.81 0.89 -3.57 0.12
C -3.58 0.11 4.81 -0.13
C -4.18 1.50 4.98 -0.27
C -3.51 2.33 6.07 -0.23
C -3.62 1.75 7.48 -0.23
C -5.05 1.52 7.98 -0.27
C -5.87 2.80 8.08 -0.11
H -3.70 -0.49 5.72 0.07
H -4.08 -0.42 4.00 0.07
H -2.52 0.17 4.58 0.04
H -5.26 1.42 5.17 0.10
H -4.08 2.04 4.03 0.09
H -3.93 3.34 6.05 0.10
H -2.45 2.44 5.82 0.10
H -3.11 2.43 8.17 0.11
H -3.07 0.81 7.54 0.10
H -5.00 1.07 8.98 0.10
H -5.56 0.80 7.34 0.10
H -5.39 3.52 8.76 0.08
H -6.86 2.58 8.47 0.07
H -5.99 3.28 7.11 0.07
C -1.81 -0.85 -8.10 -0.11
C -1.76 0.67 -7.96 -0.27
C -3.12 1.34 -8.16 -0.23
C -3.74 1.16 -9.55 -0.23
C -2.87 1.64 -10.71 -0.27
C -2.59 3.14 -10.67 -0.11
H -2.12 -1.15 -9.10 0.07
H -0.82 -1.28 -7.91 0.07
H -2.51 -1.28 -7.38 0.05
H -1.02 1.08 -8.66 0.10
H -1.40 0.91 -6.95 0.10
H -3.02 2.41 -7.94 0.10
H -3.82 0.95 -7.41 0.09
H -4.69 1.69 -9.57 0.11
H -3.98 0.10 -9.70 0.10
H -3.40 1.41 -11.65 0.11
H -1.93 1.09 -10.75 0.10
H -3.52 3.71 -10.68 0.08
H -2.00 3.44 -11.54 0.07
H -2.03 3.42 -9.78 0.06
C 1.36 -9.36 3.85 -0.11
C 2.30 -8.27 3.33 -0.28
C 2.65 -7.22 4.38 -0.23
C 1.47 -6.41 4.91 -0.22
C 0.66 -5.66 3.85 -0.26
C 1.48 -4.61 3.11 -0.12
H 0.40 -8.95 4.16 0.07
H 1.17 -10.10 3.07 0.07
H 1.80 -9.87 4.71 0.08
H 1.85 -7.80 2.45 0.09
H 3.22 -8.75 2.99 0.10
H 3.40 -6.54 3.96 0.10
H 3.14 -7.71 5.23 0.11
H 1.85 -5.69 5.64 0.11
H 0.79 -7.07 5.46 0.11
H -0.18 -5.16 4.34 0.11
H 0.23 -6.36 3.13 0.10
H 1.88 -3.87 3.80 0.08
H 0.85 -4.08 2.38 0.06
H 2.31 -5.05 2.55 0.05
C -2.35 9.49 5.06 -0.11
C -3.10 8.38 4.35 -0.27
C -2.95 7.02 5.02 -0.23
C -1.52 6.47 5.06 -0.23
C -0.83 6.33 3.70 -0.27
C -1.54 5.34 2.77 -0.12
H -1.27 9.31 5.07 0.07
H -2.52 10.45 4.56 0.07
H -2.68 9.59 6.10 0.08
H -2.78 8.33 3.30 0.10
H -4.17 8.64 4.33 0.11
H -3.60 6.30 4.51 0.10
H -3.32 7.08 6.05 0.11
H -1.54 5.49 5.55 0.10
H -0.90 7.11 5.70 0.10
H 0.19 5.98 3.86 0.10
H -0.75 7.30 3.21 0.10
H -1.59 4.35 3.23 0.06
H -0.99 5.25 1.83 0.06
H -2.55 5.67 2.54 0.07

No. 2
177
Properties=species:S:1:pos:R:3:lowdin_charge:R:1 method="wB97M-V/def2-TZVPD" e_lumo_ha=0.0150 homo_ev=-7.8670 max_force_ha_per_bohr=0.0737 total_energy_ha=-9249.6490 smiles="CCOCCCCC[C@@](Br)(CC(N)(N)N)O[C@@](CCCP(=O)(OCC)OCC)(CN[C@H](Cl)CC)B(O)O.O=S1(=O)CCCC1.O=S1(=O)CCCC1.O=S1(=O)CCCC1.O=S1(=O)CCCC1.O=S1(=O)CCCC1.O=S1(=O)CCCC1"
C -2.39 -0.63 -1.45 -0.06
C -1.25 0.07 -2.30 -0.26
O -0.16 -0.85 -2.36 -0.19
C 0.79 -0.44 -3.37 -0.20
C 2.05 0.18 -2.64 -0.15
C 3.11 -0.95 -2.27 -0.17
C 3.29 -1.07 -0.68 -0.24
C 3.34 -2.61 -0.32 -0.16
C 2.94 -2.92 1.21 -0.68
Br 3.62 -1.36 2.23 0.98
C 1.35 -2.77 1.23 -0.11
C 0.52 -4.06 0.90 -0.59
N -0.81 -3.55 0.37 0.05
N 0.22 -4.78 2.16 0.09
N 1.05 -4.94 -0.14 0.10
O 3.47 -4.17 1.47 -0.08
C 3.82 -4.53 2.79 -0.31
C 2.79 -4.18 3.93 -0.12
C 3.35 -3.31 5.13 -0.21
C 2.06 -3.01 6.02 -0.20
P 1.04 -1.60 5.41 0.69
O 0.03 -2.15 4.40 -0.31
O 1.97 -0.35 4.78 -0.26
C 1.10 0.69 4.27 -0.29
C 1.55 1.21 2.87 -0.10
O 0.30 -0.94 6.77 -0.24
C -1.13 -0.80 6.59 -0.29
C -1.82 -2.11 7.08 -0.09
C 3.85 -6.13 2.76 -0.15
N 2.53 -6.72 2.46 -0.06
C 2.76 -8.19 2.39 -0.65
Cl 1.53 -8.81 1.16 0.57
C 2.59 -8.89 3.78 -0.24
C 1.12 -9.36 4.08 -0.15
B 5.38 -4.23 3.19 -0.54
O 6.00 -4.85 4.30 0.13
O 6.13 -3.35 2.36 0.09
H -2.73 0.08 -0.66 0.02
H -3.20 -0.92 -2.16 0.07
H -1.99 -1.58 -1.01 0.05
H -0.87 1.00 -1.81 0.12
H -1.68 0.33 -3.31 0.11
H 1.05 -1.36 -3.93 0.12
H 0.36 0.29 -4.08 0.08
H 2.50 0.96 -3.30 0.07
H 1.66 0.71 -1.73 0.11
H 2.72 -1.89 -2.73 0.09
H 4.07 -0.70 -2.77 0.11
H 4.24 -0.54 -0.47 0.09
H 2.40 -0.55 -0.26 0.08
H 2.67 -3.13 -1.03 0.09
H 4.38 -3.00 -0.43 0.13
H 1.01 -2.41 2.24 0.08
H 1.02 -1.98 0.51 0.12
H -1.43 -4.36 0.28 0.06
H -1.21 -3.03 1.17 0.07
H -0.22 -4.13 2.82 0.06
H -0.43 -5.53 1.91 0.07
H 0.59 -5.84 -0.11 0.06
H 0.93 -4.51 -1.05 0.08
H 2.42 -5.12 4.42 0.12
H 1.88 -3.64 3.59 0.07
H 3.78 -2.34 4.82 0.07
H 4.02 -3.90 5.80 0.11
H 2.46 -2.71 7.03 0.10
H 1.46 -3.94 6.22 0.09
H 0.05 0.32 4.15 0.07
H 1.07 1.58 4.95 0.13
H 2.62 1.56 2.85 0.08
H 1.42 0.39 2.13 0.04
H 0.92 2.07 2.54 0.07
H -1.44 -0.46 5.57 0.08
H -1.45 0.02 7.29 0.12
H -2.82 -1.92 7.54 0.08
H -1.18 -2.49 7.94 0.05
H -1.87 -2.89 6.30 0.08
H 4.59 -6.39 1.95 0.14
H 4.20 -6.52 3.75 0.13
H 2.34 -6.47 1.49 0.05
H 3.76 -8.42 1.93 0.10
H 3.04 -8.30 4.62 0.11
H 3.19 -9.84 3.72 0.11
H 0.80 -10.18 3.40 0.05
H 0.40 -8.52 4.11 0.07
H 1.14 -9.81 5.11 0.07
H 6.59 -4.16 4.65 0.11
H 6.65 -3.92 1.78 0.11
O 2.43 3.29 -4.12 -0.31
S 1.71 2.77 -5.26 0.67
O 1.91 1.41 -5.74 -0.33
C -0.03 3.05 -5.02 -0.24
C -0.27 4.43 -5.61 -0.22
C 0.52 4.47 -6.92 -0.22
C 1.91 3.90 -6.63 -0.23
H -0.27 2.99 -3.95 0.11
H -0.58 2.28 -5.57 0.11
H -1.34 4.62 -5.77 0.11
H 0.11 5.20 -4.93 0.12
H 0.01 3.84 -7.66 0.12
H 0.58 5.47 -7.33 0.08
H 2.31 3.37 -7.49 0.11
H 2.60 4.68 -6.33 0.09
O -3.47 1.50 0.43 -0.34
S -2.71 2.01 1.54 0.68
O -1.36 2.49 1.39 -0.32
C -3.68 3.26 2.37 -0.23
C -4.50 2.49 3.39 -0.22
C -3.54 1.47 4.01 -0.21
C -2.77 0.81 2.87 -0.21
H -4.29 3.79 1.64 0.11
H -2.99 3.95 2.85 0.11
H -4.93 3.15 4.14 0.12
H -5.32 1.96 2.90 0.12
H -2.84 1.99 4.68 0.12
H -4.06 0.73 4.61 0.12
H -1.75 0.55 3.16 0.08
H -3.28 -0.08 2.50 0.09
O 2.68 6.46 -7.77 -0.33
S 2.62 7.90 -7.87 0.69
O 2.98 8.76 -6.77 -0.32
C 3.54 8.40 -9.32 -0.23
C 2.51 8.37 -10.44 -0.21
C 1.24 8.99 -9.86 -0.24
C 1.01 8.37 -8.49 -0.21
H 4.38 7.72 -9.48 0.11
H 3.91 9.41 -9.15 0.11
H 2.87 8.90 -11.32 0.12
H 2.32 7.33 -10.74 0.12
H 1.38 10.07 -9.76 0.09
H 0.38 8.84 -10.51 0.10
H 0.55 9.07 -7.80 0.11
H 0.40 7.46 -8.56 0.10
O -0.55 -4.96 7.66 -0.32
S -1.16 -4.87 8.97 0.67
O -2.14 -3.85 9.29 -0.33
C -1.84 -6.47 9.39 -0.23
C -0.69 -7.19 10.08 -0.22
C -0.04 -6.16 11.01 -0.22
C 0.13 -4.86 10.21 -0.22
H -2.19 -6.97 8.49 0.11
H -2.67 -6.30 10.08 0.11
H -1.04 -8.06 10.63 0.12
H 0.04 -7.53 9.34 0.12
H -0.70 -5.97 11.87 0.12
H 0.91 -6.50 11.40 0.11
H 0.02 -3.98 10.84 0.11
H 1.09 -4.83 9.69 0.11
O -1.14 10.52 -9.99 -0.32
S -0.79 11.90 -10.27 0.68
O 0.54 12.41 -10.03 -0.32
C -1.27 12.27 -11.95 -0.23
C -2.71 12.75 -11.83 -0.22
C -2.74 13.67 -10.61 -0.21
C -1.99 12.96 -9.48 -0.22
H -1.16 11.39 -12.57 0.11
H -0.61 13.07 -12.31 0.11
H -3.03 13.27 -12.74 0.12
H -3.37 11.90 -11.67 0.12
H -2.24 14.61 -10.85 0.12
H -3.76 13.91 -10.31 0.12
H -1.47 13.67 -8.83 0.11
H -2.66 12.34 -8.89 0.11
O -4.66 -2.21 3.11 -0.33
S -5.45 -3.34 2.68 0.66
O -5.81 -4.41 3.57 -0.32
C -6.92 -2.73 1.87 -0.23
C -6.50 -2.56 0.41 -0.22
C -5.68 -3.81 0.07 -0.21
C -4.68 -4.03 1.21 -0.22
H -7.24 -1.80 2.34 0.11
H -7.69 -3.49 1.97 0.11
H -7.37 -2.46 -0.24 0.12
H -5.89 -1.67 0.30 0.12
H -6.34 -4.67 -0.02 0.12
H -5.16 -3.70 -0.89 0.12
H -4.48 -5.09 1.37 0.11
H -3.75 -3.50 1.04 0.09